Run a
Density functional theory data (the ωB97M-V functional and the def2-TZVPD basis) for 2 unconnected molecules or ions with the total composition C4H10N2S.

For the HOMO energy, the calculation gives -9.04 eV. The calculation puts the HOMO-LUMO gap at 9.64 eV.

```
! RIJCOSX wB97M-V def2-TZVPD def2/J DEFGRID3
* xyz 0 1
C -2.58295 -0.96245 -0.16280
C -3.54211 -0.25932 -0.08772
C 0.09775 1.68292 -0.57738
C 0.39588 0.60650 0.47871
N 0.31249 -2.02336 0.30739
N 2.66349 -0.76516 0.01073
S 1.06105 -0.89622 -0.48585
H -1.63980 -1.35627 -0.28161
H 3.00426 -1.36563 0.64344
H -4.36089 0.31601 0.00464
H -0.41288 1.30912 -1.43790
H -0.39664 2.58667 -0.23563
H 0.97349 2.09914 -1.04313
H -0.54582 0.34618 0.97307
H 1.27450 0.84119 1.16054
H 0.05941 -2.73925 -0.43049
H 3.38994 -0.53107 -0.79706
*
```

=====

Run b
Density functional theory data (the ωB97M-V functional and the def2-TZVPD basis) for a molecular structure, C4H10N2S.

For the HOMO energy, the calculation gives -8.50 eV. The calculation puts the HOMO-LUMO gap at 8.40 eV.

```
! RIJCOSX wB97M-V def2-TZVPD def2/J DEFGRID3
* xyz 0 1
C -1.84290 -1.04901 -0.42425
C -0.77612 -0.59614 0.73730
C 0.94593 1.24621 -0.67716
C 1.88263 0.80508 0.45611
H -1.13914 -0.73151 -1.28490
H -1.90682 -2.28123 -0.93161
H -2.69312 -0.39158 -0.64617
H -0.97790 -0.96248 1.90830
H 0.28613 -1.06058 0.56697
H -1.75854 1.25549 1.21049
H 1.08519 1.36841 -1.88529
H 2.99913 1.25272 0.31581
H 1.47918 0.94163 1.49422
H 1.11349 -1.25339 -1.10546
N -0.70522 0.89413 0.83099
N -0.40789 1.34920 -0.56202
S 2.41596 -0.78696 -0.00335
*
```

=====

Short version: run a is the most stable of them.

=====

Run a
Density functional theory data (the ωB97M-V functional and the def2-TZVPD basis) for a single C4H10N2S molecule.

For the HOMO energy, the calculation gives -8.72 eV. The calculation puts the HOMO-LUMO gap at 9.39 eV.

```
! RIJCOSX wB97M-V def2-TZVPD def2/J DEFGRID3
* xyz 0 1
H -0.37701 -1.84098 -0.28078
N -1.24079 -1.67486 0.07052
C -1.13545 -0.36673 0.17759
C -2.49616 0.30898 0.38618
N -0.11083 0.34211 -0.41024
C -0.11958 1.88062 -0.28750
S 1.27178 -0.52326 -0.55734
C 2.24047 0.14564 0.91634
H -3.19814 0.19896 -0.61909
H -2.80988 -0.57277 1.04184
H -2.71069 1.36920 0.96313
H 0.69965 1.94915 0.75304
H -1.22466 2.22062 -0.28714
H 0.28485 2.19738 -1.35696
H 3.16173 -0.58767 0.82372
H 1.87581 -0.25186 2.03200
H 2.47557 1.20831 1.07003
*
```

=====

Run b
Density functional theory data (the ωB97M-V functional and the def2-TZVPD basis) for a molecular structure, C4H10N2S.

For the HOMO energy, the calculation gives -8.80 eV. The calculation puts the HOMO-LUMO gap at 9.30 eV.

```
! RIJCOSX wB97M-V def2-TZVPD def2/J DEFGRID3
* xyz 0 1
C 0.94756 -0.24874 1.24844
C 0.89167 0.60156 0.19411
C 0.63154 -0.16957 -1.59428
C -0.31696 0.50520 -0.80513
H 0.16381 -0.22596 3.15644
H -1.10218 -0.75740 1.73860
H 1.95246 -0.03416 1.79877
H 1.06155 -1.22557 0.81539
H 1.13377 1.65069 0.49548
H 2.54655 -0.14439 -0.57457
H 0.39198 0.12296 -2.61957
H 0.31876 -1.30715 -1.28069
H -0.53447 1.53674 -1.14934
H -1.92460 0.56727 0.99389
N -0.24533 -0.11750 2.13677
N 1.81854 0.40545 -0.90994
S -1.74643 -0.39558 -0.38882
*
```

=====

Short version: run a is the most stable of them.

=====

Run a
Density functional theory data (the ωB97M-V functional and the def2-TZVPD basis) for a molecular structure, C4H10N2S.

For the HOMO energy, the calculation gives -8.14 eV. The calculation puts the HOMO-LUMO gap at 8.17 eV.

```
! RIJCOSX wB97M-V def2-TZVPD def2/J DEFGRID3
* xyz 0 1
C -1.89981 -1.38885 -0.69493
C -1.19500 -0.26173 0.04006
C -0.20593 -0.58518 1.10806
C 1.21531 -0.99481 0.70753
H -2.94179 -1.87606 -0.14831
H -2.26676 -0.97093 -1.70245
H -1.11319 -2.17608 -0.89230
H -0.57858 -1.37584 1.73492
H -0.25808 0.32255 1.68100
H 1.41886 -2.04852 0.21733
H 1.79077 -0.99080 1.61516
H 1.44403 -0.56567 -1.93606
H -1.12816 2.88330 0.01718
H 0.29045 1.76688 0.16438
N -1.50205 0.99574 -0.23782
N -0.75663 1.97646 0.32558
S 1.97911 0.22558 -0.52059
*
```

=====

Run b
Density functional theory data (the ωB97M-V functional and the def2-TZVPD basis) for a single C4H10N2S molecule.

For the HOMO energy, the calculation gives -8.88 eV. The calculation puts the HOMO-LUMO gap at 9.67 eV.

```
! RIJCOSX wB97M-V def2-TZVPD def2/J DEFGRID3
* xyz 0 1
H -0.79170 -1.66335 2.90200
N -0.48859 -1.38349 1.98238
C -1.43834 -0.83241 1.34050
N -1.31281 -0.35867 0.04493
S -0.01236 -0.73129 -0.99301
C 1.08596 0.72334 -0.78674
C 0.38885 2.01853 -1.19300
C 1.66601 0.79868 0.61806
H -2.45926 -0.68635 1.75348
H -2.16851 -0.02913 -0.38416
H 1.85702 0.48759 -1.51084
H 0.06051 1.95163 -2.23582
H -0.47762 2.19289 -0.52965
H 1.09715 2.87648 -1.11521
H 2.42005 1.63285 0.66540
H 0.88796 1.00812 1.34342
H 2.16713 -0.12390 0.93554
*
```

=====

Short version: run b is the most stable of them.

=====

Run a
Density functional theory data (the ωB97M-V functional and the def2-TZVPD basis) for 2 unconnected molecules or ions with the total composition C3H11NO2S.

For the HOMO energy, the calculation gives -9.46 eV. The calculation puts the HOMO-LUMO gap at 10.02 eV.

```
! RIJCOSX wB97M-V def2-TZVPD def2/J DEFGRID3
* xyz 0 1
O 2.25091 -1.11754 0.97976
C 2.25035 -0.15557 -0.05457
N 1.32545 0.89732 0.26025
C -0.04857 0.54276 -0.20910
C -1.02196 1.70811 -0.01085
S -2.78745 1.18002 -0.01859
H 1.47711 -0.86036 1.50199
H 1.94665 -0.62244 -0.99967
H 3.26285 0.19473 -0.26455
H 1.37790 1.86750 -0.02041
H -0.39766 -0.25463 0.44721
H -0.10537 0.25155 -1.25974
H -0.98338 2.44627 -0.81320
H -0.94789 2.26525 0.91953
H -2.85113 0.46007 -1.14378
O -1.43867 -3.18316 0.46709
H -2.21110 -2.65265 0.60636
H -1.09804 -2.96724 -0.38772
*
```

=====

Run b
Density functional theory data (the ωB97M-V functional and the def2-TZVPD basis) for 2 unconnected molecules or ions with the total composition C3H11NO2S.

For the HOMO energy, the calculation gives -8.82 eV. The calculation puts the HOMO-LUMO gap at 9.60 eV.

```
! RIJCOSX wB97M-V def2-TZVPD def2/J DEFGRID3
* xyz 0 1
O -2.42101 -2.42500 -0.35437
C -1.04405 -2.80365 -0.29018
N -0.27235 -1.86890 0.52210
C -0.67201 -0.46424 0.36970
C -0.40567 0.01491 -1.03980
S -1.16191 1.68413 -1.32372
H -2.83532 -2.30368 0.50387
H -0.71741 -2.75528 -1.33906
H -0.87245 -3.79905 0.17180
H 0.20466 -2.08051 1.38109
H -0.09779 0.19687 1.03365
H -1.67993 -0.37344 0.80768
H -0.91276 -0.57575 -1.87076
H 0.62185 0.10497 -1.42851
H -2.45524 1.22948 -1.19464
O 5.18749 5.23151 1.14307
H 4.46758 5.77099 0.80658
H 5.06632 5.21665 2.10150
*
```

=====

Short version: run a is the most stable of them.

=====

Run a
Density functional theory data (the ωB97M-V functional and the def2-TZVPD basis) for a single C4H6O2 molecule.

For the HOMO energy, the calculation gives -10.60 eV. The calculation puts the HOMO-LUMO gap at 11.65 eV.

```
! RIJCOSX wB97M-V def2-TZVPD def2/J DEFGRID3
* xyz 0 1
O 2.03869 0.79121 1.05799
C 2.06743 0.25065 -0.01339
O 1.07347 -0.45469 -0.57496
C -0.11794 -0.58667 0.18145
C -1.37520 -0.45016 -0.60702
C -0.97963 0.61018 0.38912
H 2.92849 0.25714 -0.69921
H -0.04022 -1.33198 0.96810
H -1.25015 -0.21190 -1.65911
H -2.20729 -1.10931 -0.38025
H -0.61642 1.55957 0.00946
H -1.52123 0.67596 1.32780
*
```

=====

Run b
Density functional theory data (the ωB97M-V functional and the def2-TZVPD basis) for 2 unconnected molecules or ions with the total composition C4H6O2.

For the HOMO energy, the calculation gives -9.07 eV. The calculation puts the HOMO-LUMO gap at 9.23 eV.

```
! RIJCOSX wB97M-V def2-TZVPD def2/J DEFGRID3
* xyz 0 1
O 0.69233 1.88996 -0.83495
C 1.04355 0.65386 -1.07139
C -1.33948 -1.31521 0.03905
C -1.58814 -0.35554 0.92455
C 1.98036 0.18171 -0.01736
O 3.14234 0.53366 -0.05524
H 0.18203 2.20915 -1.59395
H -1.31770 -2.36314 0.32988
H -1.13424 -1.09599 -1.00814
H -1.78397 -0.57250 1.97203
H -1.61760 0.69034 0.63211
H 1.62349 -0.61389 0.66591
*
```

=====

Short version: run a is the most stable of them.

=====

Run a
Density functional theory data (the ωB97M-V functional and the def2-TZVPD basis) for a single C4H6O2 molecule.

For the HOMO energy, the calculation gives -9.43 eV. The calculation puts the HOMO-LUMO gap at 10.37 eV.

```
! RIJCOSX wB97M-V def2-TZVPD def2/J DEFGRID3
* xyz 0 1
C 0.84104 -1.29300 -0.02681
O 1.83043 -0.37896 0.45394
C 0.95688 0.74439 0.32618
C -0.21607 -0.09270 -0.12067
C -1.64215 0.65118 -0.44152
O -1.42851 -0.40751 0.44050
H 1.20989 -1.90733 -0.85300
H 0.53011 -1.96946 0.79580
H 0.78769 1.34401 1.21878
H 1.31907 1.38199 -0.50028
H -2.25721 1.41470 0.08986
H -1.93958 0.57435 -1.47613
*
```

=====

Run b
Density functional theory data (the ωB97M-V functional and the def2-TZVPD basis) for 2 unconnected molecules or ions with the total composition C4H6O2.

For the HOMO energy, the calculation gives -8.53 eV. The calculation puts the HOMO-LUMO gap at 9.52 eV.

```
! RIJCOSX wB97M-V def2-TZVPD def2/J DEFGRID3
* xyz 0 1
C -2.36486 0.01576 -0.12149
C -0.77065 -1.65448 -0.08864
C 0.08845 -0.64071 -0.28417
C 1.33701 1.29216 0.19225
O -2.01042 0.80773 0.57722
O 0.57931 0.18668 0.57858
H -1.16140 -1.95228 0.78144
H -1.01922 -2.42754 -0.76888
H 0.68316 -0.59272 -1.20518
H 0.90152 1.91331 -0.64328
H 2.38488 0.97231 -0.09073
H 1.35222 2.07980 1.07287
*
```

=====

Short version: run b is the most stable of them.